The following is a DFT calculation (ωB97M-V/def2-TZVPD) of a cluster of 2 separate species, C4H15N2O in total in a non-equilibrium geometry.

Geometry (Å):
1 C 0.60 0.50 -2.10
2 N 0.99 1.68 -1.30
3 C -0.71 -0.13 -1.51
4 N -0.83 -0.07 -0.03
5 C 0.01 -1.13 0.66
6 C -0.54 -2.56 0.33
7 H 0.32 0.87 -3.09
8 H 1.46 -0.17 -2.10
9 H 0.29 2.42 -1.45
10 H 1.95 1.98 -1.52
11 H -1.52 0.53 -1.88
12 H -0.86 -1.13 -1.90
13 H -0.47 0.83 0.30
14 H -1.81 -0.08 0.28
15 H -0.21 -0.97 1.73
16 H 1.07 -0.95 0.49
17 H -0.30 -3.21 1.17
18 H -1.63 -2.49 0.54
19 H -0.37 -3.02 -0.63
20 H 0.38 2.99 3.73
21 H 1.48 2.00 4.41
22 O 0.70 2.10 3.87

Calculated total energy, a.u.: -345.39049
HOMO energy (spin up / spin down), eV: -16.96 / -16.92
Spin multiplicity: 2
Energy above the lowest of the compared OMol25 structures with the same formula, charge and spin, eV: 2.351
Strongest force on any atom, eV/Å: 3.9
Net charge: +2